Entry 1:
C4H9NO in the gas phase, computed with ωB97M-V/def2-TZVPD.

Structure (XYZ):
```
15
Properties=species:S:1:pos:R:3:lowdin_charge:R:1
C 0.570 -0.532 1.283 -0.07
N 0.465 0.337 0.133 -0.17
C 1.655 0.491 -0.681 -0.05
C -0.719 0.558 -0.508 -0.53
O -0.798 1.197 -1.548 0.02
C -1.982 -0.184 -0.156 0.00
H 1.463 -0.261 1.856 0.09
H -0.296 -0.406 1.935 0.08
H 0.656 -1.590 0.999 0.09
H 1.966 -0.486 -1.081 0.10
H 2.474 0.920 -0.099 0.09
H 1.403 1.147 -1.513 0.08
H -2.799 0.521 -0.338 0.09
H -2.199 -0.803 0.712 0.07
H -1.788 -0.904 -0.962 0.10
```

Values from the calculation:
E_HOMO in eV: -9.264
Structure (SMILES): CC(=O)N(C)C
Charge: 0
Energy relative to the best compared isomer or geometry (same formula, charge and spin) in eV: 1.080
HOMO-LUMO gap in hartree: 0.3725
Electronic energy in a.u.: -287.79275
2S+1: 1

=====

Entry 2:
C4H9N3 as an isolated structure, computed with ωB97M-V/def2-TZVPD.

Structure (XYZ):
```
16
Properties=species:S:1:pos:R:3:lowdin_charge:R:1
C -1.631 -1.280 -0.027 -0.03
C -0.339 -0.668 0.053 -0.51
C 1.764 -0.330 0.142 -0.28
C 1.228 1.126 -0.097 -0.10
H -1.878 -1.195 1.246 0.17
H -1.502 -2.301 -0.003 0.04
H -2.357 -0.631 -0.612 0.10
H 2.177 -0.455 1.483 0.17
H 2.726 -0.626 -0.660 0.14
H 1.594 1.610 -1.117 0.13
H 1.591 1.513 0.862 0.08
H -1.178 2.427 0.851 0.19
H -1.728 1.842 -0.904 0.18
N 0.754 -1.476 -0.181 0.05
N -0.324 0.658 -0.165 -0.24
N -1.228 1.493 0.123 -0.07
```

Values from the calculation:
E_HOMO in eV: -8.080
Charge: 0
Energy relative to the best compared isomer or geometry (same formula, charge and spin) in eV: 7.240
HOMO-LUMO gap in hartree: 0.3187
Electronic energy in a.u.: -321.82429
2S+1: 1

=====

Entry 3:
C3BrCl2F3 in the gas phase, computed with ωB97M-V/def2-TZVPD.

Structure (XYZ):
```
9
Properties=species:S:1:pos:R:3:lowdin_charge:R:1
C 0.012 -0.808 -0.169 -0.63
C -1.329 -0.865 0.239 -1.15
C 0.846 0.657 0.068 -0.67
F 2.117 0.343 0.119 0.13
F 0.347 1.298 1.132 0.11
F 0.754 1.433 -0.983 0.16
Cl -2.360 -2.228 -0.124 0.59
Cl -2.341 0.438 0.685 0.68
Br 0.987 -2.219 -0.971 0.78
```

Values from the calculation:
E_HOMO in eV: -9.692
Structure (SMILES): FC(F)(F)C(Br)=C(Cl)Cl
Charge: 0
Energy relative to the best compared isomer or geometry (same formula, charge and spin) in eV: 0.000
HOMO-LUMO gap in hartree: 0.3593
Electronic energy in a.u.: -3908.27221
2S+1: 1

=====

Entry 4:
C22H22O11 in the gas phase, computed with ωB97M-V/def2-TZVPD.

Structure (XYZ):
```
55
Properties=species:S:1:pos:R:3:lowdin_charge:R:1
C 1.060 -3.639 0.222 -0.06
H 1.350 -4.687 0.287 0.10
O 2.012 -3.047 -0.632 -0.10
C 1.882 -1.719 -0.941 -0.17
C 0.910 -0.908 -0.362 0.04
C 0.827 0.437 -0.673 -0.15
C 1.722 1.001 -1.567 0.04
C 2.692 0.210 -2.162 -0.18
C 2.780 -1.165 -1.865 -0.12
O 3.794 -1.814 -2.507 -0.05
C 3.723 -3.206 -2.720 -0.07
H 2.754 -3.502 -3.127 0.10
H 4.504 -3.421 -3.449 0.09
H 3.915 -3.769 -1.804 0.09
O 3.611 0.660 -3.059 -0.06
C 3.607 2.027 -3.389 -0.08
H 2.667 2.326 -3.865 0.10
H 4.425 2.158 -4.096 0.09
H 3.785 2.656 -2.510 0.10
H 1.646 2.051 -1.796 0.12
C -0.251 1.305 -0.040 -0.08
C -0.126 1.255 1.459 -0.10
C 0.531 2.196 2.179 -0.17
O 1.080 3.296 1.632 0.09
H 1.465 3.787 2.389 0.12
C 0.686 2.071 3.634 -0.35
O 1.270 2.955 4.255 0.06
C 0.119 0.862 4.178 0.09
C -0.521 -0.012 3.371 -0.21
O -0.667 0.170 2.059 0.10
C -1.164 -1.291 3.851 -0.14
O -0.937 -2.298 2.888 -0.05
H -1.260 -3.143 3.220 0.11
H -2.244 -1.121 3.981 0.14
H -0.735 -1.561 4.822 0.13
H 0.217 0.675 5.235 0.13
C -1.607 0.873 -0.533 -0.10
C -2.363 1.608 -1.382 -0.17
O -2.003 2.823 -1.838 0.09
H -2.747 3.098 -2.417 0.12
C -3.659 1.114 -1.872 -0.35
O -4.315 1.823 -2.631 0.06
C -4.007 -0.193 -1.384 0.08
C -3.179 -0.847 -0.537 -0.19
O -2.021 -0.344 -0.109 0.09
C -3.481 -2.207 0.058 -0.17
H -3.988 -2.823 -0.689 0.14
O -2.344 -2.913 0.456 -0.05
H -1.838 -2.385 1.096 0.05
H -4.175 -2.064 0.905 0.14
H -4.933 -0.640 -1.704 0.13
H -0.104 2.342 -0.350 0.15
H 0.221 -1.329 0.348 0.09
H 1.083 -3.196 1.223 0.09
H 0.047 -3.569 -0.183 0.09
```

Values from the calculation:
E_HOMO in eV: -7.878
Structure (SMILES): COc1cc(C(c2oc(CO)cc(=O)c2O)c2oc(CO)cc(=O)c2O)cc(OC)c1OC
Charge: 0
Energy relative to the best compared isomer or geometry (same formula, charge and spin) in eV: 0.000
HOMO-LUMO gap in hartree: 0.2887
Electronic energy in a.u.: -1679.10403
2S+1: 1

=====

> energy relative to the best compared isomer or geometry (same formula, charge and spin) of number 2 (C4H9N3)?

7.240 eV

=====

> What is the charge in the fourth record?

0